1.
19
Properties=species:S:1:pos:R:3:forces:R:3 method="wB97M-V/def2-TZVPD" largest_force_ev_per_a=4.70 e_tot_ha=-435.66600 e_above_lowest_kcal_mol=85.4 total_charge=+1 homo_energy_ev="-11.9 / -11.9"
C 0.003 0.220 -3.466 1.13 0.80 0.70
C 1.469 -0.752 2.508 -1.68 -0.63 -3.03
C 1.157 -0.204 -1.403 2.01 -0.81 0.02
C 1.140 -0.302 -0.029 1.30 -0.10 0.40
C -1.867 0.282 0.942 2.35 -2.74 -3.00
N 0.133 0.156 -2.173 -1.16 -0.02 -2.24
N 1.473 -0.364 1.100 -0.04 0.65 -0.97
N -0.971 0.649 0.079 -2.13 1.04 2.29
O -2.131 0.945 2.010 -0.57 1.00 1.17
H -0.921 0.667 -3.748 -0.48 -0.11 -0.66
H 0.859 0.152 -4.154 -0.54 -0.36 0.49
H 0.426 -0.868 2.658 -1.28 -0.11 0.69
H 1.786 0.000 3.156 1.33 0.82 0.85
H 2.005 -0.463 -2.049 0.21 -0.13 1.19
H -2.216 -0.788 0.842 -0.34 1.35 0.12
H 1.813 -1.753 2.474 1.19 -0.69 0.95
H -0.697 0.385 -1.666 -0.81 0.21 0.92
H -0.638 1.559 0.449 0.08 -0.16 -0.66
H -2.824 0.480 2.471 -0.57 0.00 0.78



2.
24
Properties=species:S:1:pos:R:3:forces:R:3 method="wB97M-V/def2-TZVPD" largest_force_ev_per_a=4.55 e_tot_ha=-1134.71226 total_charge=+1 homo_energy_ev=-14.6
O -1.385 1.360 0.761 0.91 0.62 0.29
C -0.659 1.086 -0.207 -1.59 0.04 -1.66
N 0.608 0.880 -0.223 1.07 0.55 1.99
C 1.332 0.736 1.038 -0.78 0.15 0.39
C 1.010 -0.540 1.715 -0.82 -0.93 -2.50
O 1.038 -1.497 0.608 -0.97 -1.53 1.02
C -1.422 0.725 -1.507 -1.89 0.10 0.40
C -1.660 -0.772 -1.304 1.88 1.05 3.62
S -2.818 -0.853 0.099 0.59 -1.60 -0.30
O -4.061 -1.375 -0.283 -0.92 -0.30 -0.61
O -2.224 -1.184 1.325 0.64 -0.04 0.94
N -3.172 0.921 0.062 -1.18 2.63 -3.52
O -4.064 1.451 0.598 0.99 -0.48 0.14
N -2.779 1.360 -1.440 0.57 -1.17 2.70
H 1.019 0.280 -0.904 0.04 0.01 -0.95
H 1.138 1.420 1.827 -0.32 1.65 -0.12
H 2.310 0.779 0.750 2.78 0.22 -0.39
H -0.100 -0.399 1.916 1.64 -0.80 1.49
H 1.893 -0.772 2.345 -1.47 0.03 0.77
H 0.538 -2.288 0.938 0.91 0.83 -0.57
H -0.969 0.832 -2.477 0.42 0.72 -0.17
H -2.143 -1.337 -1.980 -1.62 -1.43 -3.07
H -0.681 -1.249 -1.023 -1.06 0.17 0.07
H -2.803 2.393 -1.414 0.19 -0.48 0.05



3.
20
Properties=species:S:1:pos:R:3:forces:R:3 method="wB97M-V/def2-TZVPD" largest_force_ev_per_a=4.89 multiplicity=3 e_tot_ha=-833.80112 e_above_lowest_kcal_mol=16.3 total_charge=+1 homo_energy_ev="-11.4 / -13.4"
C 0.008 -0.216 -0.320 -0.45 1.44 -0.80
C -2.287 -0.467 -0.758 1.81 1.82 0.49
C -1.761 -1.437 0.320 -4.61 -1.56 0.54
C 1.271 1.728 0.700 0.97 0.43 1.89
C 1.283 0.571 -0.289 1.95 0.20 0.49
N -1.006 0.309 -0.981 -1.59 -1.71 1.56
N -0.366 -1.302 0.321 1.32 0.52 0.07
N 2.403 -0.295 0.170 -3.25 1.71 -2.10
O 2.105 -1.099 1.043 0.20 -2.48 2.80
S 3.834 -0.032 -0.488 3.21 0.21 -1.09
H -2.574 -0.727 -1.743 -0.30 -1.62 -0.75
H -3.072 0.224 -0.468 0.05 0.00 0.66
H -2.217 -1.141 1.358 0.87 -0.69 -1.83
H -2.138 -2.471 0.019 0.81 1.11 0.88
H 1.038 1.270 1.674 -0.54 0.63 -0.17
H 0.595 2.490 0.351 -0.49 0.29 0.37
H 2.285 2.253 0.946 -1.49 -1.25 -1.25
H 1.497 1.065 -1.232 -0.01 -0.67 -0.65
H -1.094 0.988 -1.666 0.98 1.69 -1.19
H 0.198 -1.711 1.042 0.56 -0.08 0.08